This record from OMol25 describes a 15-piece molecular cluster, C64H105F3O44 overall at a distorted geometry. The level of theory is ωB97M-V/def2-TZVPD.

Cartesian coordinates (Å):
C: -3.19 1.53 1.65
O: -2.91 2.50 2.58
C: -3.10 2.07 3.92
C: -3.09 3.35 4.82
O: -4.37 4.01 4.93
C: -4.32 5.34 5.48
C: -5.70 5.88 5.80
O: -6.51 5.96 4.60
C: -7.64 6.75 4.63
H: -4.22 1.18 1.65
H: -2.53 0.67 1.75
H: -2.95 2.08 0.74
H: -2.24 1.45 4.17
H: -4.00 1.45 4.01
H: -2.37 4.00 4.32
H: -2.58 3.18 5.77
H: -3.80 6.00 4.77
H: -3.76 5.23 6.40
H: -5.66 6.85 6.31
H: -6.19 5.20 6.49
H: -8.33 6.45 5.42
H: -8.20 6.73 3.69
H: -7.40 7.80 4.82
C: 4.55 0.51 0.37
O: 4.16 1.65 -0.49
C: 4.32 2.90 0.23
C: 3.69 4.07 -0.43
O: 3.75 5.33 0.25
C: 2.90 6.39 -0.24
C: 3.13 7.75 0.45
O: 2.94 7.74 1.86
C: 2.64 8.98 2.46
H: 5.59 0.44 0.67
H: 4.34 -0.44 -0.13
H: 4.00 0.53 1.31
H: 5.38 3.11 0.34
H: 3.92 2.82 1.24
H: 2.65 3.84 -0.66
H: 4.18 4.25 -1.38
H: 1.84 6.14 -0.15
H: 3.11 6.52 -1.31
H: 2.49 8.49 -0.03
H: 4.15 8.11 0.30
H: 2.33 8.87 3.50
H: 1.78 9.43 1.97
H: 3.43 9.73 2.51
C: 2.80 -2.01 -2.46
C: 3.96 -1.11 -2.93
O: 5.10 -1.77 -2.36
C: 6.29 -1.38 -2.83
O: 6.46 -0.80 -3.90
C: 7.45 -1.79 -1.90
F: 8.15 -2.71 -2.54
F: 8.19 -0.68 -1.72
F: 7.06 -2.22 -0.69
H: 2.85 -2.90 -3.09
H: 1.84 -1.61 -2.76
H: 2.80 -2.25 -1.40
H: 3.82 -0.13 -2.45
H: 3.98 -0.97 -4.01
C: 2.27 5.48 -5.00
C: 2.57 4.03 -5.32
C: 3.80 3.48 -4.66
O: 3.29 2.34 -3.95
C: 1.98 2.22 -4.05
O: 1.30 1.36 -3.53
O: 1.52 3.16 -4.93
H: 2.47 5.72 -3.95
H: 1.28 5.75 -5.35
H: 2.99 6.05 -5.60
H: 2.75 3.87 -6.38
H: 4.22 4.26 -4.03
H: 4.51 3.20 -5.44
C: 5.10 -7.15 1.04
C: 4.68 -5.84 0.30
C: 4.37 -5.84 -1.15
O: 3.27 -4.99 -1.36
C: 2.74 -4.82 -0.16
O: 1.67 -4.25 0.12
O: 3.39 -5.49 0.77
H: 6.09 -7.55 0.82
H: 4.40 -7.94 0.80
H: 5.06 -7.07 2.13
H: 5.38 -5.07 0.61
H: 4.10 -6.85 -1.46
H: 5.26 -5.51 -1.67
C: -3.26 3.58 -3.12
C: -2.41 4.05 -1.95
C: -0.90 4.04 -2.37
O: -0.46 5.26 -1.88
C: -1.49 6.03 -1.53
O: -1.41 7.13 -1.05
O: -2.66 5.46 -1.80
H: -3.49 2.51 -3.18
H: -2.77 3.72 -4.09
H: -4.26 4.02 -3.19
H: -2.42 3.61 -0.96
H: -0.74 3.96 -3.45
H: -0.43 3.19 -1.88
C: 3.99 0.28 6.46
C: 3.60 1.37 5.39
C: 3.79 1.04 3.90
O: 2.59 1.37 3.37
C: 1.74 1.65 4.35
O: 0.54 1.84 4.17
O: 2.32 1.59 5.51
H: 3.64 -0.71 6.19
H: 3.47 0.38 7.41
H: 5.06 0.15 6.64
H: 4.07 2.34 5.57
H: 4.08 -0.01 3.80
H: 4.64 1.67 3.64
C: -6.68 1.53 -2.54
C: -5.84 0.31 -2.23
C: -5.41 0.20 -0.79
O: -5.54 -1.13 -0.37
C: -6.23 -1.77 -1.26
O: -6.71 -2.92 -1.18
O: -6.55 -0.94 -2.31
H: -7.32 1.58 -3.41
H: -6.06 2.44 -2.59
H: -7.40 1.64 -1.73
H: -4.96 0.29 -2.88
H: -6.02 0.91 -0.23
H: -4.37 0.52 -0.68
C: -1.01 -1.15 4.28
C: -1.10 -2.64 4.71
C: -0.22 -3.01 5.91
O: -1.15 -3.36 6.89
C: -2.43 -3.36 6.37
O: -3.49 -3.70 6.94
O: -2.37 -2.77 5.18
H: -0.03 -0.95 3.84
H: -1.26 -0.43 5.06
H: -1.65 -0.96 3.42
H: -0.95 -3.42 3.97
H: 0.37 -2.18 6.30
H: 0.50 -3.81 5.73
C: 0.47 1.15 0.64
C: 0.11 0.07 -0.43
C: -0.34 -1.29 0.10
O: -1.28 -1.68 -0.89
C: -1.66 -0.59 -1.67
O: -2.51 -0.64 -2.59
O: -1.02 0.47 -1.24
H: -0.30 1.27 1.41
H: 0.76 2.09 0.17
H: 1.40 0.83 1.10
H: 0.93 0.05 -1.15
H: -0.80 -1.20 1.08
H: 0.53 -1.94 0.17
C: -0.06 -1.30 -5.42
C: -1.17 -0.39 -5.97
C: -1.47 0.86 -5.17
O: -1.47 1.84 -6.15
C: -1.10 1.35 -7.33
O: -0.97 2.00 -8.32
O: -0.86 0.06 -7.23
H: 0.88 -0.75 -5.47
H: -0.02 -2.22 -6.01
H: -0.36 -1.55 -4.41
H: -2.06 -1.01 -6.10
H: -0.73 0.98 -4.37
H: -2.40 0.67 -4.64
C: -5.10 -5.18 -2.51
C: -4.94 -4.55 -3.95
C: -4.48 -3.14 -3.89
O: -3.39 -3.07 -4.77
C: -3.02 -4.35 -5.09
O: -1.96 -4.68 -5.56
O: -3.89 -5.18 -4.59
H: -4.33 -4.70 -1.89
H: -4.89 -6.25 -2.52
H: -6.06 -4.96 -2.04
H: -5.90 -4.65 -4.46
H: -4.14 -2.84 -2.90
H: -5.19 -2.37 -4.20
C: -4.51 -5.10 1.26
C: -3.86 -4.02 2.07
C: -3.02 -3.02 1.40
O: -3.43 -1.74 1.84
C: -4.37 -1.88 2.80
O: -4.89 -0.98 3.50
O: -4.81 -3.19 2.74
H: -3.85 -5.45 0.47
H: -5.36 -4.68 0.72
H: -4.82 -5.85 1.98
H: -3.34 -4.49 2.91
H: -3.20 -3.19 0.34
H: -1.99 -3.22 1.71
C: 0.96 -5.19 -4.47
C: 0.52 -5.19 -3.05
C: -0.32 -3.98 -2.66
O: -1.18 -4.46 -1.72
C: -1.32 -5.76 -1.90
O: -2.17 -6.48 -1.32
O: -0.41 -6.15 -2.79
H: 1.00 -6.21 -4.85
H: 1.94 -4.73 -4.41
H: 0.27 -4.65 -5.12
H: 1.30 -5.37 -2.31
H: -0.86 -3.54 -3.50
H: 0.30 -3.13 -2.35
C: 6.52 -2.22 3.50
C: 5.21 -3.04 3.46
C: 4.30 -3.12 4.69
O: 3.02 -2.69 4.23
C: 3.10 -2.44 2.92
O: 2.19 -1.97 2.24
O: 4.33 -2.63 2.42
H: 6.36 -1.15 3.65
H: 7.05 -2.31 2.55
H: 7.28 -2.61 4.18
H: 5.49 -4.09 3.31
H: 4.66 -2.55 5.54
H: 4.27 -4.17 4.97

Its LUMO energy is -0.450 eV. Its spin multiplicity is 1. The largest force on an atom is 5.34 eV/A. As for the HOMO-LUMO gap: 8.738 eV.